C4H8NS | ωB97M-V/def2-TZVPD

Last columns: bonded neighbours and bond lengths (Å).
Element x y z (Å)
1 N -1.62 0.40 -0.76  C8 1.467, C9 1.301, H14 1.066
2 H -2.84 1.22 0.81  C8 1.075
3 H 2.69 -1.99 1.04  C13 1.138
4 C 2.05 -0.25 -0.10  S10 1.683, C13 1.307
5 H 0.98 -1.81 1.06  C13 1.094
6 H 2.94 1.84 0.23  S10 1.361
7 H -0.28 0.08 -2.15  C9 1.036
8 C -2.13 0.43 0.62  N1 1.467, H2 1.075, H11 1.039, H12 1.141
9 C -0.40 0.11 -1.12  N1 1.301, H7 1.036
10 S 2.96 0.96 -0.81  C4 1.683, H6 1.361
11 H -2.50 -0.54 0.61  C8 1.039
12 H -1.34 0.49 1.44  C8 1.141
13 C 1.86 -1.32 0.64  H3 1.138, C4 1.307, H5 1.094
14 H -2.37 0.37 -1.51  N1 1.066

Output
Strongest force on any atom (Eh/bohr): 0.0624
Molar mass (u): 102.182
Energy above the lowest of the compared OMol25 structures with the same formula, charge and spin (kcal per mole): 101.7
Total charge: +1
Kohn-Sham gap (alpha / beta) (eV): 7.791 / 7.792
E_tot (eV): -16590.99816